Record 1
This record from the Open Molecules 2025 dataset describes a molecular structure, C10H20O19S2V at a distorted geometry. The level of theory is ωB97M-V with the def2-TZVPD basis set.

CARTESIAN COORDINATES (ANGSTROEM)
1 O -13.914 -11.257 22.353
2 V -12.464 -11.103 22.904
3 O -13.343 -8.441 26.162
4 C -12.732 -9.523 25.757
5 O -13.054 -10.051 24.692
6 O -11.834 -10.043 26.510
7 H -13.795 -8.376 25.317
8 O -11.150 -10.770 19.192
9 C -10.719 -11.346 20.284
10 O -9.598 -11.082 20.719
11 O -11.510 -11.965 21.023
12 H -12.065 -11.039 19.304
13 O -9.080 -10.268 25.152
14 C -9.399 -9.893 23.930
15 O -8.631 -9.327 23.234
16 O -10.490 -10.095 23.514
17 H -8.178 -9.940 25.165
18 O -11.352 -14.828 24.948
19 C -11.406 -13.573 24.770
20 O -12.146 -13.037 23.991
21 O -10.761 -12.837 25.429
22 H -10.483 -15.000 25.319
23 O -15.050 -15.593 17.862
24 S -14.089 -16.628 18.113
25 O -12.984 -16.820 17.205
26 O -13.435 -16.345 19.634
27 C -14.292 -15.988 20.722
28 C -13.849 -14.522 21.168
29 C -14.780 -18.263 18.429
30 H -14.086 -16.720 21.503
31 H -15.347 -16.005 20.448
32 H -14.525 -14.022 21.862
33 H -13.932 -13.989 20.221
34 H -12.840 -14.646 21.560
35 H -15.070 -18.424 19.468
36 H -14.077 -18.964 17.980
37 H -15.587 -18.413 17.712
38 O -12.468 -9.240 21.567
39 S -12.608 -7.765 21.569
40 O -13.362 -6.987 22.587
41 O -11.165 -6.903 21.111
42 C -11.217 -5.620 20.658
43 C -10.102 -4.668 21.257
44 C -13.673 -7.436 20.086
45 H -12.181 -5.240 20.998
46 H -11.239 -5.635 19.568
47 H -9.203 -5.282 21.203
48 H -10.452 -4.568 22.285
49 H -9.980 -3.711 20.751
50 H -13.103 -7.926 19.296
51 H -13.775 -6.375 19.859
52 H -14.646 -7.885 20.284

The spin multiplicity is 2. Its expectation value of S² is 0.768. The value obtained for the lowest unoccupied orbital energy (spin up / spin down) is 3.41 / 3.41 eV. Its energy above the lowest of the compared OMol25 structures with the same formula, charge and spin is 55.5 kcal per mole. As for the net charge: -2.

Record 2
This record from the Open Molecules 2025 dataset describes C11H17N3 in the gas phase at a distorted geometry. The level of theory is ωB97M-V with the def2-TZVPD basis set.

CARTESIAN COORDINATES (ANGSTROEM)
1 C 1.464 -0.640 2.628
2 C -1.925 0.638 -0.571
3 C -1.190 -1.209 -2.100
4 C -1.886 -0.467 0.597
5 C -1.178 -2.214 -0.845
6 C 1.244 1.312 -0.504
7 C 0.875 0.055 1.465
8 C -0.762 0.202 -1.543
9 C 0.555 0.018 -0.928
10 C 0.485 -0.899 0.323
11 C 2.212 2.058 1.626
12 N 1.987 -1.312 3.396
13 N -0.848 -1.476 0.371
14 N 1.799 0.936 0.802
15 H -2.827 0.623 -1.048
16 H -1.772 1.617 -0.218
17 H -0.512 -1.606 -2.939
18 H -2.165 -1.266 -2.478
19 H -1.665 -0.059 1.575
20 H -2.825 -1.133 0.453
21 H -2.170 -2.445 -0.801
22 H -0.621 -3.154 -0.907
23 H 2.092 1.590 -1.234
24 H 0.727 2.202 -0.409
25 H 0.023 0.686 1.698
26 H -0.674 0.921 -2.435
27 H 1.237 -0.446 -1.653
28 H 1.271 -1.695 0.265
29 H 1.532 2.865 1.372
30 H 2.270 1.772 2.695
31 H 3.246 2.524 1.347

The value obtained for the lowest unoccupied orbital energy is 0.77 eV. Its energy above the lowest of the compared OMol25 structures with the same formula, charge and spin is 58.8 kcal per mole.

Record 3
This record from the Open Molecules 2025 dataset describes CH3ClN2 in the gas phase at a distorted geometry. The level of theory is ωB97M-V with the def2-TZVPD basis set.

CARTESIAN COORDINATES (ANGSTROEM)
1 C -0.514 0.507 -0.055
2 N -0.187 -0.900 -0.333
3 N 0.606 -0.151 0.598
4 Cl 2.219 0.227 -0.114
5 H -0.444 1.287 -0.798
6 H -1.126 0.821 0.787
7 H -0.553 -1.791 -0.085

The value obtained for the lowest unoccupied orbital energy is 0.86 eV. Its energy above the lowest of the compared OMol25 structures with the same formula, charge and spin is 96.9 kcal per mole.

Record 4
This record from the Open Molecules 2025 dataset describes C4H6O2 in the gas phase. The level of theory is ωB97M-V with the def2-TZVPD basis set.

CARTESIAN COORDINATES (ANGSTROEM)
1 C 1.597 0.333 -1.473
2 C 0.654 0.367 -0.306
3 O 0.827 0.990 0.709
4 C -1.454 -0.296 1.623
5 C -1.454 -0.592 0.331
6 O -0.423 -0.417 -0.575
7 H 1.053 0.578 -2.388
8 H 2.003 -0.677 -1.581
9 H 2.404 1.044 -1.300
10 H -0.599 0.155 2.103
11 H -2.344 -0.501 2.204
12 H -2.296 -1.045 -0.185

The value obtained for the lowest unoccupied orbital energy is 0.96 eV. Its energy above the lowest of the compared OMol25 structures with the same formula, charge and spin is 19.2 kcal per mole.

Record 5
This record from the Open Molecules 2025 dataset describes a molecular structure, C50H49Cl2N7O2ReS. The level of theory is ωB97M-V with the def2-TZVPD basis set.

CARTESIAN COORDINATES (ANGSTROEM)
1 Re 0.189 0.235 -0.076
2 Cl -5.403 -4.406 0.516
3 C -4.235 -3.164 0.806
4 C -4.030 -2.195 -0.155
5 C -3.086 -1.196 0.024
6 N -2.873 -0.241 -1.026
7 C -2.229 -0.715 -2.143
8 O -2.293 -0.283 -3.270
9 C -1.365 -1.912 -1.833
10 C -1.718 -3.145 -2.342
11 C -1.070 -4.273 -1.884
12 C -0.042 -4.108 -0.974
13 C 0.338 -2.833 -0.608
14 N -0.310 -1.727 -1.013
15 C -2.331 -1.137 1.190
16 C -2.558 -2.106 2.169
17 C -3.487 -3.111 1.978
18 Cl -3.697 -4.297 3.218
19 N -1.387 -0.111 1.320
20 C -1.189 0.409 2.554
21 O -1.751 0.119 3.598
22 C -0.220 1.546 2.545
23 C -0.026 2.257 3.710
24 C 0.707 3.428 3.674
25 C 1.174 3.859 2.447
26 C 0.974 3.066 1.335
27 N 0.334 1.894 1.368
28 H -4.607 -2.224 -1.071
29 H -2.545 -3.203 -3.039
30 H -1.373 -5.259 -2.214
31 H 0.499 -4.954 -0.573
32 H 1.190 -2.677 0.034
33 H -1.994 -2.078 3.087
34 H -0.488 1.878 4.612
35 H 0.889 4.000 4.575
36 H 1.702 4.798 2.337
37 H 1.357 3.380 0.390
38 C 3.604 2.696 -0.752
39 C 4.150 1.692 0.254
40 C 3.561 1.819 1.664
41 C 4.185 0.242 -0.226
42 C 5.311 -0.440 0.217
43 C 5.643 -1.683 -0.271
44 C 4.874 -2.205 -1.285
45 C 3.701 -1.597 -1.754
46 C 3.190 -2.348 -3.018
47 C 1.978 -1.877 -3.826
48 C 3.096 -3.867 -2.734
49 C 3.288 -0.398 -1.110
50 N 2.004 0.260 -1.408
51 C 2.005 0.852 -2.548
52 C 0.960 1.544 -3.241
53 C 1.330 1.920 -4.556
54 C 0.488 2.569 -5.411
55 C -0.784 2.907 -4.927
56 C -1.155 2.588 -3.652
57 C -0.333 1.865 -2.755
58 N -0.795 1.539 -1.502
59 C -2.032 2.116 -1.051
60 C -2.212 3.430 -0.677
61 C -3.302 3.711 0.202
62 C -3.938 2.689 0.947
63 C -3.839 1.412 0.530
64 C -3.272 1.181 -0.860
65 C -4.541 1.550 -1.787
66 C -5.556 0.407 -1.716
67 C -4.370 1.960 -3.251
68 C -1.390 4.695 -1.025
69 C -0.125 4.576 -1.887
70 C -1.100 5.541 0.249
71 H 3.729 3.710 -0.360
72 H 2.560 2.530 -0.969
73 H 4.152 2.633 -1.696
74 H 5.207 1.954 0.344
75 H 3.602 2.857 2.008
76 H 2.528 1.477 1.691
77 H 4.123 1.202 2.366
78 H 5.968 0.052 0.927
79 H 6.526 -2.204 0.079
80 H 5.204 -3.120 -1.760
81 H 4.030 -2.240 -3.709
82 H 1.068 -1.793 -3.243
83 H 1.800 -2.601 -4.624
84 H 2.149 -0.920 -4.314
85 H 2.405 -4.347 -3.429
86 H 2.760 -4.062 -1.722
87 H 4.061 -4.360 -2.850
88 H 2.943 0.817 -3.101
89 H 2.332 1.665 -4.886
90 H 0.794 2.819 -6.417
91 H -1.481 3.442 -5.563
92 H -2.116 2.901 -3.292
93 H -3.526 4.742 0.440
94 H -4.496 2.938 1.843
95 H -4.296 0.602 1.081
96 H -4.976 2.408 -1.287
97 H -5.286 -0.387 -2.419
98 H -6.539 0.781 -2.007
99 H -5.649 -0.022 -0.718
100 H -3.668 1.329 -3.785
101 H -4.068 3.004 -3.340
102 H -5.344 1.875 -3.743
103 H -2.088 5.283 -1.630
104 H 0.534 3.774 -1.577
105 H 0.430 5.515 -1.831
106 H -0.358 4.405 -2.935
107 H -0.145 6.062 0.159
108 H -1.064 4.920 1.145
109 H -1.865 6.301 0.415
110 S 2.867 -2.255 3.003
111 C 1.961 -1.405 1.999
112 N 1.280 -0.811 1.238

The spin multiplicity is 4. Its expectation value of S² is 3.811. The value obtained for the lowest unoccupied orbital energy (spin up / spin down) is -0.13 / -0.72 eV. Its energy above the lowest of the compared OMol25 structures with the same formula, charge and spin is 0.0 kcal per mole.

Record 6
This record from the Open Molecules 2025 dataset describes a molecular structure, C24H34Cl4N6O11P2PbS2 at a distorted geometry. The level of theory is ωB97M-V with the def2-TZVPD basis set.

CARTESIAN COORDINATES (ANGSTROEM)
1 Pb -0.096 -0.186 -0.799
2 C -1.291 2.377 3.998
3 N -1.315 1.332 2.990
4 C -2.488 1.311 2.124
5 P -0.327 0.012 3.068
6 O -0.372 -0.783 1.832
7 O 1.098 0.693 3.446
8 P 2.381 0.793 2.428
9 O 2.004 1.286 1.096
10 N 3.369 1.857 3.210
11 C 3.833 1.584 4.558
12 C 3.422 3.253 2.806
13 N 3.168 -0.666 2.565
14 C 4.033 -0.971 1.419
15 C 2.560 -1.868 3.133
16 N -0.545 -0.950 4.408
17 C -0.441 -0.403 5.751
18 C -1.473 -2.069 4.274
19 H -1.385 3.350 3.509
20 H -0.344 2.354 4.533
21 H -2.109 2.273 4.720
22 H -2.560 2.265 1.593
23 H -3.411 1.160 2.695
24 H -2.396 0.514 1.389
25 H 3.804 0.512 4.743
26 H 3.211 2.088 5.307
27 H 4.861 1.934 4.672
28 H 2.799 3.403 1.927
29 H 4.447 3.543 2.560
30 H 3.062 3.906 3.608
31 H 4.422 -0.051 0.986
32 H 3.498 -1.516 0.640
33 H 4.870 -1.579 1.766
34 H 1.960 -1.617 4.002
35 H 3.365 -2.536 3.448
36 H 1.936 -2.399 2.409
37 H 0.341 0.354 5.782
38 H -0.164 -1.208 6.435
39 H -1.381 0.034 6.105
40 H -1.448 -2.437 3.251
41 H -2.504 -1.796 4.529
42 H -1.158 -2.872 4.944
43 O -2.893 -3.168 -0.721
44 S -3.197 -1.892 -1.306
45 O -4.557 -1.421 -1.167
46 O -2.270 -0.799 -0.882
47 C -2.976 -2.161 -3.071
48 C -4.084 -1.925 -3.871
49 C -4.112 -2.345 -5.191
50 C -3.034 -3.033 -5.722
51 C -1.912 -3.253 -4.944
52 C -1.877 -2.804 -3.630
53 S -0.316 -3.166 -2.852
54 O -0.055 -4.554 -3.046
55 O 0.718 -2.441 -3.852
56 O -0.127 -2.645 -1.524
57 H -4.931 -1.436 -3.410
58 H -4.987 -2.154 -5.798
59 H -3.057 -3.390 -6.743
60 H -1.051 -3.778 -5.336
61 Cl 1.806 -0.278 -7.840
62 C 1.890 -0.605 -6.153
63 C 3.202 -0.877 -5.564
64 Cl 4.551 -0.981 -6.598
65 C 3.362 -0.981 -4.228
66 Cl 4.911 -1.174 -3.515
67 C 2.239 -0.810 -3.310
68 O 2.400 -0.698 -2.117
69 C 0.798 -0.888 -3.895
70 O -0.143 -0.287 -3.230
71 C 0.786 -0.561 -5.393
72 Cl -0.711 -0.094 -6.026
73 C -3.407 2.208 -1.638
74 C -2.068 2.812 -1.420
75 N -0.926 2.211 -1.122
76 C 0.035 3.197 -1.030
77 C -0.526 4.406 -1.275
78 N -1.856 4.147 -1.518
79 H -3.387 1.161 -1.368
80 H -3.692 2.285 -2.689
81 H -4.164 2.716 -1.038
82 H 1.051 2.946 -0.774
83 H -0.114 5.399 -1.302
84 H -2.555 4.831 -1.748

The value obtained for the lowest unoccupied orbital energy is -0.86 eV. Its energy above the lowest of the compared OMol25 structures with the same formula, charge and spin is 31.4 kcal per mole.